A 19-piece molecular cluster, C156H112O48 overall, computed with ωB97M-V/def2-TZVPD.

Results
- LUMO level: -1.4 eV
- HOMO: -9.485 eV
- Orbital gap: 8.12 eV
- DFT total energy: -9623.58113 hartree

CARTESIAN COORDINATES (ANGSTROEM)
O (0.89169, -4.76436, 5.94876)
C (-0.72803, -4.66804, 7.57227)
C (2.14552, 3.02183, 2.87102)
C (1.82592, -2.17207, 4.00350)
C (-3.83567, 0.91043, 5.96897)
H (-6.39425, 0.62458, 0.99069)
C (-5.35243, -3.69370, -2.06070)
O (-7.27129, 1.75087, -0.46065)
O (1.09906, -0.56127, 9.10140)
H (3.02364, -1.45708, 9.26071)
C (0.15744, 5.89353, -1.67363)
O (-6.93879, -1.55761, 6.25331)
H (5.97781, 4.32158, -2.70869)
C (-1.64204, 4.52717, -7.46161)
H (1.06681, -0.60156, -6.43155)
H (-0.99298, -5.38444, 5.44891)
C (-0.90734, 8.40362, -2.25962)
H (-7.70983, -0.71983, 3.16694)
H (5.40561, 3.37482, -1.18650)
H (6.98763, -2.11989, 4.24977)
C (2.54732, -1.13225, -4.79802)
C (-5.60906, 0.19328, -1.06253)
C (-8.48084, 1.36240, -4.37070)
C (-3.64494, 1.67040, -6.74549)
C (7.97475, -1.23393, 6.01068)
H (-2.68674, 0.63454, 0.43361)
O (-7.98663, 2.06473, -9.41076)
C (1.93857, 3.89303, 1.84533)
O (2.89003, -8.92957, 3.27276)
C (7.61587, -5.21107, 5.80867)
C (1.37315, -3.31409, -0.43360)
H (3.76069, 5.74702, -5.32198)
O (-3.44284, 0.16233, -3.48257)
H (4.26904, 5.80873, -2.65860)
H (-0.78942, -3.60557, -5.24696)
C (-5.21820, -5.83112, -0.83265)
C (-4.03399, -6.59197, 2.75567)
C (-4.25113, -4.47129, 1.58718)
C (-4.66479, 2.31172, -4.63539)
C (-5.12565, 3.59851, -6.60962)
C (-5.07837, 3.07456, 3.09325)
C (-1.93788, 1.40516, 4.51641)
O (2.73101, 1.39058, 5.03177)
H (-4.55173, -0.47143, -11.75140)
C (3.56806, 0.80940, -3.69029)
O (3.71553, -3.22517, -0.49696)
H (-5.75493, 1.72011, 5.35756)
H (1.71408, -2.85751, 4.85328)
H (-2.54133, 7.79031, -7.07417)
C (2.13033, -1.43567, 7.24468)
C (-5.88422, -4.36459, -3.14777)
C (-6.98506, -0.87708, 3.96254)
H (-0.51863, 3.43752, -6.09619)
C (-2.33913, -0.62555, -5.45642)
H (3.17013, 6.88083, -7.45780)
H (2.74985, -7.50289, 1.82300)
C (5.35324, 4.46367, 4.19849)
C (3.28190, 3.20360, 3.64439)
H (-0.49097, 8.76213, -0.10349)
C (5.67919, 3.48669, 5.25247)
H (-4.10431, -2.38357, -10.40395)
C (3.09068, 5.24344, -6.05006)
O (7.76906, -1.46185, 0.39195)
C (-0.99534, -2.52533, -6.98138)
H (5.04205, -6.65433, 6.66047)
H (-6.34049, 4.32216, 1.12616)
C (2.02441, 3.29056, -6.92535)
H (2.67354, -2.26309, 6.81036)
C (-5.81196, 0.50910, -10.25185)
C (-0.43544, 8.09285, -1.03353)
C (6.69200, 1.76232, 2.19112)
C (7.83827, 3.68308, 1.71878)
C (-2.83395, 2.07977, 3.63505)
C (0.63426, -1.55597, 3.44052)
O (0.88017, 1.34548, -7.59363)
H (6.76636, -3.05707, -0.42293)
C (0.60772, 1.31255, -1.43305)
H (5.79597, -2.22684, 0.71424)
C (-5.97861, -5.73398, -3.10059)
C (3.00903, -1.77052, 3.41426)
C (2.89178, -4.71574, 1.17000)
C (3.54986, 2.26034, 4.75129)
C (1.38525, -5.38025, 7.05502)
C (-0.77585, 7.39888, -3.29032)
H (-9.68134, 3.03794, -4.75291)
C (-4.34446, -5.89377, 1.60151)
H (1.48098, 2.18209, 3.14884)
C (4.15701, 4.27710, 3.38483)
H (-2.02082, -1.99198, -3.84062)
H (0.91364, -6.07316, 3.61309)
C (-3.84915, 1.43562, -5.37677)
H (-1.81554, 0.43815, 6.50310)
C (-6.71183, 0.50700, -0.02707)
H (-6.29201, -0.03272, 3.64383)
C (2.74128, 5.89501, -7.21489)
O (3.03318, 0.35487, -0.24608)
O (6.84804, 0.09232, -0.85511)
O (-6.70377, 3.37400, -1.95455)
H (-5.97060, 4.06429, -4.71980)
C (-4.65699, 1.61475, 5.16902)
H (5.01927, -0.70067, -0.89757)
C (-1.45279, -1.38510, -7.58123)
H (0.66625, -8.55955, 1.10776)
H (3.96396, -2.04640, 3.86003)
H (6.85345, -0.31124, 4.42717)
C (6.25956, -5.09287, 7.71155)
H (-1.21589, 9.37073, -2.49964)
H (-0.56722, -3.30651, -7.52548)
C (-1.27384, 7.72270, -4.70440)
C (-2.09251, -0.38495, -6.82744)
H (-4.11494, -7.68266, 2.72276)
O (0.77236, -1.84922, 7.44286)
H (-1.61089, -5.29259, 7.61404)
C (-0.47827, -4.56747, 6.00203)
H (-2.75527, 1.91817, -1.75388)
C (-4.87287, -6.53347, 0.37664)
C (1.72770, -5.14667, 1.76211)
C (4.86456, 2.40928, 5.52767)
C (6.03833, -1.09423, -1.11428)
C (4.40466, 5.22601, -1.69977)
H (-0.19564, -1.23845, -2.59209)
O (-6.37081, -2.19287, 4.11490)
C (8.67202, 2.73993, 2.53309)
H (-3.54667, -2.69758, 2.68459)
C (1.97445, 0.21789, 0.36404)
O (6.61846, 5.02297, -0.92982)
C (6.92866, -1.25469, 4.96565)
H (-6.01219, -0.42050, -1.88821)
O (5.70207, 1.01933, 2.24246)
H (2.09289, -1.69466, -1.66281)
C (-5.29627, 3.39822, -5.25267)
C (-1.74924, 1.54698, -1.33523)
C (-3.22382, 0.28442, -4.67112)
C (1.89284, -0.52399, 1.63694)
C (-2.66248, 0.84191, -7.46462)
C (-0.86167, 5.44816, -5.33531)
H (-8.94789, 3.00383, -7.34167)
O (0.80049, -9.56940, 2.81298)
O (7.22721, -1.38595, 7.27638)
H (7.62487, 4.30632, 5.66719)
C (7.92510, -0.21026, -0.08520)
C (1.76338, -5.67962, 3.08319)
C (-7.46423, 1.34345, -8.58271)
C (-4.71491, 5.02134, -0.07818)
C (-6.25866, -2.49981, 5.49368)
H (0.35156, 6.63243, 0.31232)
C (-5.93643, -0.66974, -8.13873)
C (6.28549, 1.70300, 7.33258)
C (2.75726, 5.01928, 1.61144)
H (1.58452, 1.46518, -1.99606)
C (-4.17056, 2.18878, 3.97494)
H (6.08843, -1.49101, -2.13439)
C (-3.70677, -5.91564, 3.93395)
C (0.64996, -0.78004, 2.31368)
O (-0.93138, -1.53260, 8.89727)
C (-0.99612, 4.37534, -6.24416)
H (-1.89919, -4.26092, -0.09619)
H (-6.15065, 1.35853, -10.85025)
C (-6.34820, 0.35552, -8.99582)
O (4.71012, 6.26913, -0.73814)
H (-0.69638, 2.29965, -2.90630)
C (3.15135, 3.09536, -4.75223)
H (-1.37385, -1.10595, -8.65692)
C (2.97974, 1.58628, -4.74552)
C (3.36934, -0.59057, -3.73697)
C (2.75786, 3.91692, -5.91746)
C (-2.14238, 5.76868, -7.73466)
O (-6.22625, 3.26022, 3.45267)
C (-0.03144, 6.78118, -0.69725)
H (4.04108, -0.65706, 1.93554)
H (-7.16432, -0.42474, -4.25763)
O (2.47360, -5.89787, 7.17128)
C (-5.06233, -4.45190, -0.90152)
H (-1.49556, 4.34075, 0.44841)
C (-8.99911, 2.31651, -5.23777)
C (-0.57883, 0.37933, 0.46381)
O (-0.50386, -5.79449, 1.34859)
C (2.19757, 0.97688, -5.69325)
C (-6.46388, 2.29255, -1.37477)
O (7.79696, 1.66733, 2.86655)
C (-0.18353, 6.18316, -3.00259)
H (3.56087, 4.63988, -1.37021)
C (6.91202, 3.56018, 5.92876)
H (6.37869, 1.07413, 8.21041)
O (-2.32188, 1.15864, -8.61363)
H (6.63287, -5.22897, 8.69755)
H (9.54716, 2.36076, 2.02884)
C (1.81797, -9.55504, 3.71943)
H (5.07441, -4.57644, 1.35160)
O (1.73184, -10.04135, 4.82835)
C (1.64704, 1.84892, -6.80364)
O (3.52678, 3.59716, -3.71651)
H (-4.24623, 2.76339, -8.39920)
C (1.90060, -0.33292, -5.72110)
H (-4.74661, -2.57483, -8.08781)
H (8.14037, 2.70049, 7.42162)
C (-2.23309, 2.78729, 2.47748)
O (-4.97602, -7.76782, 0.34794)
O (6.83139, -6.30303, 5.81219)
O (-1.58923, 8.87588, -4.97101)
C (-7.27084, 0.32482, -6.21595)
C (2.75414, -8.58256, 1.90903)
C (-1.83386, -1.77679, -4.86056)
H (2.52145, 5.64873, 0.80662)
H (6.52074, -7.22220, 7.59362)
H (-8.48654, -0.50472, 5.49294)
C (-3.50604, -4.49573, 3.93024)
C (-0.13269, 5.10260, -4.03670)
C (2.97122, -5.66515, 3.78585)
H (1.14193, 3.34682, -8.82881)
O (0.47259, -5.36884, 7.96476)
C (-4.94746, -0.51449, -10.75690)
C (-7.63033, 0.34623, -4.89335)
H (0.40953, 4.91514, -1.49830)
H (-0.73745, -3.55971, 5.61264)
H (-2.27802, -2.50357, -1.72391)
O (7.38425, -4.52994, 6.95377)
H (4.71095, 5.86807, 2.07705)
O (-1.05367, 2.75446, 2.29398)
O (8.84233, 0.48832, 0.21561)
C (-1.03503, -3.70094, -0.44037)
H (8.52063, -2.20614, 5.86092)
C (1.59408, 3.94063, -8.02283)
C (0.20620, -3.94529, 0.06087)
H (-6.21530, -3.82932, -4.01266)
C (-3.75356, -3.79473, 2.73136)
C (6.05818, -6.41203, 7.00499)
O (-5.86665, -1.59558, -5.95125)
C (-2.06439, 6.85714, -6.87730)
C (-1.23302, -2.71558, -1.42749)
H (-4.89489, 2.08472, -3.58727)
C (-4.30171, 2.67410, -7.37201)
H (-1.69632, 3.63825, -8.11003)
C (-3.36332, 5.01201, -0.23645)
H (-6.90345, 0.24624, 5.73684)
H (-0.82639, -3.72121, 8.11728)
H (-5.69285, 4.42591, -7.08704)
H (2.09722, -0.63901, 6.46624)
C (6.54822, -2.08390, -0.02900)
O (5.72591, -1.40247, 5.66695)
H (8.28231, 4.09577, 0.83108)
H (1.07564, 3.77090, 1.23871)
H (-6.50704, -6.12001, -3.99997)
C (-1.74352, 0.83921, -0.08212)
C (4.14021, -5.42953, 3.15584)
C (-6.37095, -0.73580, -6.68264)
C (-1.12030, -2.68288, -5.65063)
H (3.06372, -5.83422, 4.85974)
O (6.08014, 5.39907, 4.06827)
H (-2.64584, 5.90984, -8.66492)
O (8.30826, -4.81708, 4.91232)
C (-5.27199, 4.27134, 0.94136)
O (-5.40822, 1.47032, -1.58036)
C (-7.83603, 1.30252, -7.09174)
C (6.01257, 6.15561, -0.38694)
C (0.38331, -4.98813, 1.11852)
H (-7.55029, -0.22181, -0.07338)
C (3.92822, 5.19701, 2.30359)
C (-8.63705, 2.29133, -6.57605)
C (5.15083, 1.50590, 6.55678)
C (-0.63713, 1.74812, -2.01425)
C (5.57985, 4.35304, -1.70866)
C (3.07482, -0.98180, 2.26984)
C (1.23805, -2.26831, -1.30365)
C (-5.12966, -1.67570, -8.62727)
C (-4.69008, -1.60873, -9.93236)
O (0.40410, 4.02710, -3.89223)
H (1.62214, 5.75839, -9.05252)
C (2.41566, -0.81745, 8.55207)
C (-7.41437, -0.59131, 5.34373)
C (-3.08426, 3.66587, 1.68690)
O (5.04918, -1.74018, 7.80206)
O (-5.68365, -3.43088, 5.96797)
C (7.17561, 2.64725, 6.91969)
O (6.75646, 2.88552, 1.39978)
H (1.42041, -10.22256, 1.02838)
C (-0.65309, -0.32614, 1.72665)
C (0.23616, -1.35418, 8.52922)
C (-4.46217, 3.67234, 1.85455)
H (-3.43279, -6.57995, 4.70564)
O (6.57767, 6.82535, 0.40164)
H (8.64056, -0.34245, 6.02822)
C (1.93649, 5.25470, -8.16281)
C (5.95142, -1.50813, 6.98377)
C (1.35954, -9.25764, 1.54475)
H (-2.92602, 5.49067, -1.12539)
C (4.14478, -4.94267, 1.87114)
H (-0.30386, -1.85111, 3.84984)
C (-4.44174, -3.80896, 0.30595)
H (7.61171, 4.54250, 2.32554)
C (-2.46369, 0.80088, 5.70799)
H (-3.06270, -3.95975, 4.79034)
C (-1.43059, 6.63976, -5.65445)
H (5.09716, -5.42004, 3.66131)
C (-0.06765, -2.02968, -1.83366)
C (0.59708, 0.70353, -0.19555)
H (-8.74939, 1.42559, -3.31987)
H (2.57654, -2.23442, -4.90149)
H (-5.34993, -2.61174, -1.93275)
H (5.40419, -4.43493, 7.67607)
H (-4.18791, 0.49840, 6.88680)
C (2.74355, -3.71915, 0.02242)
H (2.91614, 0.13074, 8.45624)
H (8.95955, 3.22909, 3.41042)
H (4.44418, 0.75093, 6.61470)
H (4.18636, 1.31861, -2.90666)
H (-5.83689, -7.51846, -1.82058)
H (3.67755, -8.93429, 1.38696)
H (-4.71972, -0.12298, -0.57501)
H (3.84382, -1.30531, -3.03365)
H (-0.90232, 1.40219, 4.32217)
C (-5.66123, -6.49155, -1.98619)
H (-5.40676, 5.56551, -0.73965)
O (-4.28322, -2.57627, 0.24885)
C (-2.55517, 4.32172, 0.62105)
O (-1.72774, -0.61331, 2.23237)

Here are the Löwdin charges for atoms 1 to 99, given in e: -0.011 -0.029 0.001 -0.012 -0.073 0.112 0.017 0.061 0.102 0.150 -0.032 0.060 0.124 -0.057 0.130 0.128 0.007 0.124 0.151 0.154 -0.039 -0.108 -0.037 -0.127 -0.058 0.122 0.099 -0.036 0.059 -0.567 -0.079 0.133 0.090 0.142 0.106 -0.101 0.000 -0.083 0.027 -0.022 -0.244 0.039 0.086 0.100 0.012 0.099 0.118 0.089 0.118 -0.114 -0.063 -0.114 0.099 -0.058 0.120 0.077 -0.329 -0.076 0.141 -0.079 0.106 -0.004 0.061 -0.084 0.127 0.134 -0.114 0.120 0.005 -0.059 -0.534 -0.138 -0.075 0.025 0.098 0.120 0.032 0.090 -0.062 -0.053 -0.061 -0.232 -0.579 -0.034 0.123 -0.079 0.120 -0.049 0.074 0.119 -0.063 0.105 -0.076 0.124 -0.042 0.074 0.045 0.086 0.110